DFT (ωB97M-V/def2-TZVPD) results for a molecular structure, C43H34Cl3N8O2Y in a non-equilibrium geometry.

LUMO level: 0.1465 hartree
net charge: -2
ΔE to the lowest compared entry with this formula, charge and spin: 1235.4 kJ/mol
orbital gap: 5.43 eV

Geometry (Å):
Y1 -0.266 0.033 -0.544
C1 -1.538 0.995 2.639
N1 -1.389 1.636 1.340
C2 -0.503 2.834 1.494
C3 0.903 2.566 1.861
N2 1.818 0.361 0.671
C4 3.514 2.238 2.146
C5 4.490 1.367 1.698
C6 5.833 1.641 1.877
C7 6.139 2.832 2.560
C8 5.165 3.694 2.981
C9 3.732 3.536 2.739
N3 2.855 4.461 3.040
C10 -1.621 -0.478 2.497
N4 -1.097 -1.142 1.508
C11 -1.268 -2.488 1.828
C12 -0.858 -3.631 1.157
C13 -1.185 -4.854 1.714
C14 -1.884 -4.946 2.923
C15 -2.266 -3.813 3.623
C16 -1.936 -2.594 3.052
N5 -2.154 -1.286 3.453
H1 -2.390 1.368 3.223
H2 -0.625 1.208 3.209
H3 -2.290 1.922 0.971
H4 -0.930 3.492 2.262
H5 -0.541 3.354 0.534
H6 4.179 0.464 1.181
H7 6.597 0.975 1.502
H8 7.177 3.074 2.773
H9 5.443 4.600 3.514
H10 3.389 5.231 3.448
H11 -0.270 -3.562 0.254
H12 -0.880 -5.760 1.206
H13 -2.121 -5.923 3.325
H14 -2.785 -3.880 4.571
H15 -2.537 -0.975 4.326
O1 1.070 1.413 -1.605
C17 2.315 1.214 -1.878
C18 3.272 2.234 -1.649
C19 4.595 2.061 -1.966
C20 5.053 0.870 -2.550
C21 4.145 -0.138 -2.778
C22 2.787 -0.006 -2.446
C23 1.934 -1.149 -2.669
N6 0.707 -1.242 -2.300
N7 0.094 -2.467 -2.591
C24 -1.061 -2.557 -1.986
O2 -1.613 -1.662 -1.250
C25 -1.747 -3.886 -2.097
C26 -1.138 -4.988 -2.692
C27 -1.780 -6.217 -2.704
C28 -3.037 -6.358 -2.127
C29 -3.651 -5.260 -1.542
C30 -3.008 -4.030 -1.526
H16 2.919 3.141 -1.172
H17 5.300 2.853 -1.738
H18 6.101 0.738 -2.790
H19 4.475 -1.079 -3.208
H20 2.366 -2.009 -3.185
H21 -0.155 -4.861 -3.125
H22 -1.294 -7.073 -3.158
H23 -3.532 -7.323 -2.130
H24 -4.628 -5.362 -1.085
H25 -3.460 -3.163 -1.061
Cl1 -7.658 -0.450 -0.516
C31 -6.041 0.124 -0.905
C32 -5.537 1.250 -0.282
C33 -4.263 1.696 -0.599
C34 -3.423 1.032 -1.527
C35 -2.069 1.438 -1.771
C36 -4.013 -0.089 -2.168
C37 -5.279 -0.539 -1.861
H26 -6.144 1.788 0.435
H27 -3.911 2.615 -0.136
H28 -1.856 2.474 -1.499
H29 -1.677 1.177 -2.755
H30 -3.426 -0.628 -2.901
H31 -5.683 -1.411 -2.361
Cl2 2.275 -3.949 2.008
C38 1.905 -2.489 2.909
C39 1.722 -2.559 4.262
C40 1.551 -1.388 5.025
C41 1.630 -0.164 4.369
C42 1.777 -0.145 2.999
Cl3 1.904 1.432 1.855
C43 1.839 -1.253 2.196
N8 1.896 -1.068 0.853
H32 1.740 -3.532 4.738
H33 1.411 -1.437 6.098
H34 1.612 0.771 4.927